No. 1
C10H16Cl3MoNO3 as an isolated structure at a distorted geometry. Source: the Open Molecules 2025 dataset; level of theory: ωB97M-V/def2-TZVPD.

```
34
Properties=species:S:1:pos:R:3
C -0.790 0.833 -1.153
C -1.623 -0.338 -1.264
C -0.863 -1.495 -0.876
C -2.972 -0.380 -1.888
C 0.497 -1.064 -0.667
C 0.567 0.375 -0.888
C 1.808 1.099 -0.954
C -1.271 2.241 -1.268
C -1.396 -2.880 -0.677
C 1.694 -1.935 -0.474
Mo -0.797 -0.101 0.860
Cl -3.098 -0.235 1.501
Cl -0.155 1.851 1.932
Cl 0.150 -1.638 2.315
H -3.507 0.561 -1.725
H -3.558 -1.226 -1.511
H -2.888 -0.506 -2.976
H -2.359 -2.857 -0.156
H -0.699 -3.490 -0.092
H -1.551 -3.378 -1.640
H 1.428 -2.907 -0.051
H 2.425 -1.456 0.187
H 2.183 -2.118 -1.439
H 2.568 0.693 -0.285
H 1.810 2.466 -0.546
H 2.179 1.258 -1.978
H -2.250 2.324 -0.776
H -1.393 2.519 -2.324
H -0.565 2.926 -0.782
O 1.828 3.398 -0.062
H 1.964 3.153 0.870
O 2.428 0.856 6.228
N 3.611 0.660 5.928
O 4.595 0.790 6.631
```

As for the orbital gap (spin up / spin down): 3.78 / 4.40 eV. The HOMO energy (spin up / spin down) is 0.003 / 0.003 hartree. As for the charge: -2. The calculation puts the total energy at -57684.4758 eV. As for the energy above the lowest of the compared OMol25 structures with the same formula, charge and spin: 0.00 kJ/mol. As for the spin multiplicity: 3. As for the expectation value of S²: 2.021.

No. 2
A 8-piece molecular cluster, C5H23NO9 overall at a distorted geometry. Source: the Open Molecules 2025 dataset; level of theory: ωB97M-V/def2-TZVPD.

```
38
Properties=species:S:1:pos:R:3
O 0.089 -0.748 1.159
C -0.193 0.021 0.235
N -1.522 0.257 -0.018
C -2.239 1.192 -0.756
O -3.430 1.118 -0.902
C 0.877 0.586 -0.639
C 1.219 -0.286 -1.870
C 1.662 -1.693 -1.500
H -2.096 -0.334 0.583
H -1.729 2.085 -1.118
H 1.786 0.733 -0.060
H 0.605 1.573 -1.016
H 0.370 -0.304 -2.548
H 1.986 0.270 -2.409
H 2.522 -1.640 -0.831
H 1.918 -2.254 -2.399
H 0.884 -2.273 -0.998
H -0.627 1.926 2.102
H -0.367 3.413 1.733
O -0.335 2.520 1.379
H 2.001 0.824 2.794
H 1.791 -0.435 1.909
O 2.471 0.152 2.285
H 4.628 0.738 0.232
H 4.031 0.584 1.633
O 4.867 0.796 1.161
H -2.029 1.124 -3.912
H -1.743 -0.197 -3.239
O -1.466 0.743 -3.228
H -1.994 1.023 4.002
H -1.689 -0.033 2.894
O -1.395 0.822 3.273
H -2.081 -1.653 -1.752
H -1.274 -2.631 -2.599
O -1.973 -1.970 -2.660
H -1.193 -1.734 1.974
H -2.216 -2.562 2.810
O -2.118 -1.752 2.300
```

As for the orbital gap: 10.57 eV. The HOMO energy is -0.382 hartree. As for the charge: 0. The calculation puts the total energy at -25477.3183 eV. As for the energy above the lowest of the compared OMol25 structures with the same formula, charge and spin: 0.00 kJ/mol.

No. 3
C4H12N2O2 as an isolated structure at a distorted geometry. Source: the Open Molecules 2025 dataset; level of theory: ωB97M-V/def2-TZVPD.

```
20
Properties=species:S:1:pos:R:3
C -1.437 -0.700 0.391
C -0.779 -1.736 1.537
O -1.655 0.585 0.819
H -0.821 1.051 0.535
H -2.009 -1.343 1.336
H -2.155 -1.128 -0.310
H 0.253 -1.767 1.009
H -1.122 -2.773 1.555
H -0.689 -1.289 2.526
C 1.801 1.247 -0.136
N 0.491 0.860 -0.654
N 0.054 1.558 -1.811
C 0.255 -0.574 -0.777
O 1.084 -1.376 -0.268
H -0.253 2.486 -1.540
H 0.818 1.653 -2.480
H -0.232 -0.783 -1.736
H 2.590 1.101 -0.885
H 1.767 2.297 0.160
H 2.041 0.633 0.728
```

As for the orbital gap: 9.52 eV. The HOMO energy is -0.317 hartree. As for the charge: 0. The calculation puts the total energy at -11412.4283 eV. As for the energy above the lowest of the compared OMol25 structures with the same formula, charge and spin: 655.00 kJ/mol.

No. 4
C8H10IrO6P as an isolated structure at a distorted geometry. Source: the Open Molecules 2025 dataset; level of theory: ωB97M-V/def2-TZVPD.

```
26
Properties=species:S:1:pos:R:3
O 1.810 -0.296 -3.001
C 1.259 -0.156 -1.998
Ir 0.345 0.167 -0.197
O -1.825 -1.966 -1.062
C -1.040 -1.191 -0.752
C 1.315 1.473 1.044
O 1.856 2.228 1.768
C -0.946 1.612 -0.746
O -1.679 2.471 -0.963
C 1.297 -1.277 0.826
O 1.805 -2.045 1.510
H 1.630 1.161 -0.557
C -3.604 -0.168 1.656
P -2.049 -0.380 2.514
C -2.185 0.352 4.139
C -1.725 -2.129 2.705
O -0.922 0.314 1.768
H -3.793 0.906 1.517
H -4.419 -0.613 2.242
H -3.564 -0.647 0.671
H -2.995 -0.114 4.719
H -1.230 0.223 4.665
H -2.377 1.427 4.028
H -1.687 -2.620 1.725
H -0.757 -2.268 3.205
H -2.521 -2.587 3.307
```

As for the orbital gap (spin up / spin down): 6.88 / 6.12 eV. The HOMO energy (spin up / spin down) is -0.685 / -0.872 hartree. As for the charge: +3. The calculation puts the total energy at -32828.0588 eV. As for the energy above the lowest of the compared OMol25 structures with the same formula, charge and spin: 265.05 kJ/mol. As for the spin multiplicity: 6. As for the expectation value of S²: 8.772.

No. 5
C22H20BaBrN as an isolated structure at a distorted geometry. Source: the Open Molecules 2025 dataset; level of theory: ωB97M-V/def2-TZVPD.

```
45
Properties=species:S:1:pos:R:3
C -2.394 -0.827 -1.800
C -2.082 -1.246 -0.482
C -2.264 -0.180 0.422
H -1.758 -2.253 -0.172
C -2.629 0.949 -0.343
C -2.649 0.569 -1.721
H -2.904 1.216 -2.545
H -2.316 -1.476 -2.659
H -2.266 -0.278 1.529
H -2.970 1.878 0.110
Ba 0.507 0.141 -1.724
Br 0.768 -2.824 -1.959
C 2.084 0.826 -4.912
C 0.988 1.614 -5.385
C 0.009 0.739 -5.930
H 0.941 2.710 -5.379
C 0.499 -0.596 -5.820
C 1.753 -0.546 -5.132
H 2.396 -1.388 -4.870
H 3.035 1.174 -4.518
H -0.929 1.034 -6.410
H 0.017 -1.491 -6.213
C 0.429 3.590 3.851
C 0.007 3.668 2.503
C 0.152 2.539 1.664
C 0.659 1.302 2.192
C 1.198 1.325 3.503
C 1.043 2.436 4.321
N 0.651 0.147 1.433
C 0.573 -1.087 2.085
C 0.957 -2.243 1.351
C 0.870 -3.529 1.840
C 0.478 -3.758 3.176
C 0.066 -2.641 3.927
C 0.052 -1.356 3.391
H 0.328 4.468 4.514
H -0.466 4.601 2.182
H -0.269 2.496 0.648
H 1.645 0.439 3.931
H 1.355 2.403 5.358
H 1.305 -2.093 0.304
H 1.158 -4.329 1.140
H 0.500 -4.764 3.613
H -0.207 -2.818 4.966
H -0.321 -0.540 4.017
```

As for the orbital gap: 5.33 eV. The HOMO energy is -0.040 hartree. As for the charge: -2. The calculation puts the total energy at -95366.2513 eV.

No. 6
C15H43BrInO5 as an isolated structure. Source: the Open Molecules 2025 dataset; level of theory: ωB97M-V/def2-TZVPD.

```
65
Properties=species:S:1:pos:R:3
C 0.568 -0.259 2.902
C -0.668 -0.166 2.004
C -1.741 -1.122 2.529
C -0.386 -0.414 0.517
C 0.901 0.199 -0.058
In 0.996 0.140 -2.258
Br -0.550 2.078 -3.210
H 0.818 -1.304 3.074
H 1.430 0.271 2.510
H 0.329 0.190 3.869
H -1.085 0.841 2.118
H -1.446 -2.165 2.402
H -2.708 -0.912 2.081
H -1.849 -0.957 3.606
H -1.224 0.004 -0.050
H -0.395 -1.489 0.310
H 1.766 -0.330 0.351
H 0.977 1.226 0.314
H 0.419 -1.397 -2.926
H 2.615 0.546 -2.799
C 5.964 -1.829 -5.286
C 4.808 -1.566 -4.334
O 5.068 -0.496 -3.443
H 6.875 -2.045 -4.727
H 5.748 -2.672 -5.945
H 6.156 -0.951 -5.909
H 4.625 -2.438 -3.707
H 3.889 -1.363 -4.896
H 5.185 0.305 -3.961
C 5.185 -3.442 3.582
C 3.680 -3.243 3.642
O 3.286 -1.948 3.215
H 5.690 -2.692 4.193
H 5.466 -4.434 3.940
H 5.546 -3.334 2.557
H 3.325 -3.338 4.668
H 3.175 -4.006 3.039
H 3.562 -1.833 2.300
C -7.228 -0.140 1.086
C -5.784 -0.512 0.806
O -4.927 -0.201 1.903
H -7.308 0.924 1.312
H -7.862 -0.364 0.228
H -7.610 -0.692 1.948
H -5.399 0.050 -0.042
H -5.703 -1.578 0.571
H -5.237 -0.715 2.658
C -4.952 2.629 5.075
C -3.882 1.580 5.320
O -4.181 0.348 4.680
H -5.921 2.271 5.426
H -4.715 3.560 5.593
H -5.041 2.843 4.008
H -3.802 1.356 6.384
H -2.907 1.946 4.980
H -4.244 0.520 3.733
C 2.039 3.595 -6.535
C 0.807 3.852 -7.387
O -0.212 2.895 -7.145
H 2.426 2.594 -6.727
H 2.823 4.325 -6.748
H 1.790 3.651 -5.474
H 1.051 3.776 -8.448
H 0.424 4.864 -7.204
H -0.443 2.968 -6.212
```

As for the orbital gap: 7.33 eV. The HOMO energy is -0.176 hartree. As for the charge: -1. The calculation puts the total energy at -101706.4666 eV.

No. 7
One molecule with the formula C23H22N4O at a distorted geometry. Source: the Open Molecules 2025 dataset; level of theory: ωB97M-V/def2-TZVPD.

```
50
Properties=species:S:1:pos:R:3
O 8.561 2.322 0.992
N -2.473 -3.008 0.776
N -3.645 0.180 -0.320
C 7.605 2.893 0.474
C -2.014 -2.193 1.722
C -3.168 -0.848 0.398
C -4.152 -0.144 -1.519
C 5.901 1.745 1.889
C 5.141 2.961 -0.013
C 4.591 1.435 2.263
C 3.804 2.564 0.299
C 1.274 1.076 0.694
C 1.587 1.132 3.023
C -3.733 -2.457 -1.295
C -0.091 0.802 0.876
C 0.258 0.746 3.252
C -3.165 -2.142 -0.085
C 6.184 2.528 0.783
C 3.528 1.778 1.441
C 2.144 1.333 1.747
C -4.225 -1.438 -2.088
C -0.603 0.609 2.164
N -4.753 -1.795 -3.351
N -2.446 -0.869 1.581
C 7.892 4.075 -0.440
C -1.068 -2.709 2.757
C -4.668 1.024 -2.300
C -2.062 0.279 2.387
H 6.767 1.409 2.459
H 5.264 3.546 -0.920
H 4.441 0.840 3.149
H 3.013 2.914 -0.382
H 1.582 1.115 -0.366
H 2.214 1.213 3.899
H -3.783 -3.471 -1.633
H -0.795 0.622 0.073
H -0.079 0.549 4.294
H -5.213 -1.086 -3.919
H -5.114 -2.748 -3.447
H 7.342 4.955 -0.084
H 7.580 3.812 -1.448
H 8.978 4.221 -0.514
H -1.478 -2.608 3.738
H -0.863 -3.770 2.610
H -0.133 -2.136 2.691
H -5.743 0.899 -2.450
H -4.541 1.973 -1.751
H -4.195 1.163 -3.276
H -2.296 0.013 3.444
H -2.694 1.156 2.183
```

As for the orbital gap: 7.70 eV. The HOMO energy is -0.284 hartree. As for the charge: 0. The calculation puts the total energy at -32216.8000 eV. As for the energy above the lowest of the compared OMol25 structures with the same formula, charge and spin: 43.75 kJ/mol.

No. 8
C27H34IIrN5O6S as an isolated structure at a distorted geometry. Source: the Open Molecules 2025 dataset; level of theory: ωB97M-V/def2-TZVPD.

```
75
Properties=species:S:1:pos:R:3
Ir 0.704 -0.633 -0.172
O 2.219 -1.334 3.185
C 2.588 -1.127 2.041
O 1.930 -1.738 0.966
C 3.774 -0.222 1.764
C 4.633 -0.653 0.510
C 5.946 0.088 0.406
C 5.441 1.534 0.068
C 3.965 1.334 -0.010
O 3.794 -0.026 -0.505
C 3.353 1.302 1.453
C 1.842 1.535 1.561
O 1.186 1.628 2.603
O 1.149 1.410 0.382
H 4.307 -0.319 2.615
H 4.620 -1.759 0.499
H 6.412 -0.183 -0.500
H 6.709 0.140 1.198
H 5.816 1.914 -0.948
H 5.660 2.321 0.700
H 3.468 1.958 -0.695
H 3.798 1.916 2.180
C -0.787 -2.890 1.585
N -1.140 -1.638 0.730
C -1.743 -0.584 1.655
N -2.923 -1.089 2.269
C -2.545 -2.276 3.067
N -1.988 -3.342 2.236
C -3.001 -3.712 1.249
N -3.379 -2.546 0.328
C -2.157 -2.136 -0.278
C -3.933 -1.495 1.206
H -0.007 -2.601 2.316
H -0.346 -3.722 0.974
H -2.054 0.277 1.031
H -0.977 -0.316 2.425
H -3.404 -2.712 3.572
H -1.893 -1.911 3.876
H -3.895 -4.038 1.764
H -2.604 -4.434 0.516
H -2.400 -1.252 -0.907
H -1.806 -2.972 -0.839
H -4.772 -1.903 1.717
H -4.258 -0.567 0.667
C -4.922 3.600 1.933
C -3.927 3.158 0.943
C -2.681 3.693 1.015
C -1.737 3.315 -0.007
C -2.067 2.392 -0.987
C -3.407 1.975 -1.118
C -4.325 2.362 -0.213
S -0.696 1.881 -1.962
C -1.340 1.845 -3.658
O -0.621 0.334 -1.788
H -5.454 4.425 1.533
H -4.455 3.999 2.818
H -5.639 2.840 2.225
H -2.414 4.211 1.904
H -0.727 3.630 0.009
H -3.690 1.391 -1.976
H -5.344 2.006 -0.455
H -2.099 1.071 -3.747
H -0.551 1.596 -4.368
H -1.689 2.864 -3.768
I 2.554 1.435 -5.349
C 2.410 -0.270 -4.174
C 2.905 -1.490 -4.491
C 2.742 -2.535 -3.646
C 2.230 -2.344 -2.401
N 1.737 -1.140 -2.087
C 1.888 -0.105 -2.906
H 3.395 -1.641 -5.471
H 3.031 -3.472 -4.003
H 2.051 -3.164 -1.676
H 1.543 0.913 -2.590
```

As for the orbital gap (spin up / spin down): 8.97 / 4.94 eV. The HOMO energy (spin up / spin down) is -0.531 / -0.528 hartree. As for the charge: +2. The calculation puts the total energy at -70038.7741 eV. As for the energy above the lowest of the compared OMol25 structures with the same formula, charge and spin: 51.93 kJ/mol. As for the spin multiplicity: 6. As for the expectation value of S²: 8.768.

No. 9
One molecule with the formula C20H21N3O4 at a distorted geometry. Source: the Open Molecules 2025 dataset; level of theory: ωB97M-V/def2-TZVPD.

```
48
Properties=species:S:1:pos:R:3
O 2.595 -1.750 -2.360
C 2.879 -2.615 -1.571
O 3.884 -2.532 -0.705
H 4.132 -1.602 -0.553
C 2.187 -3.968 -1.499
H 2.435 -4.547 -2.390
H 2.556 -4.487 -0.616
C 0.674 -3.763 -1.422
C 0.309 -2.724 -0.401
N 1.267 -2.056 0.095
N 1.077 -1.063 0.994
C 2.090 -0.216 1.292
O 3.204 -0.254 0.819
C 1.657 0.847 2.316
N 0.683 1.769 1.769
C -0.629 1.475 1.697
O -1.082 0.412 2.089
C -1.508 2.578 1.127
C -0.793 3.463 0.148
C -0.408 4.753 0.496
C 0.274 5.551 -0.406
C 0.587 5.066 -1.665
C 0.211 3.781 -2.020
C -0.475 2.986 -1.120
H -0.769 1.985 -1.401
H 0.453 3.397 -2.999
H 1.120 5.688 -2.367
H 0.562 6.553 -0.125
H -0.650 5.136 1.477
H -2.368 2.091 0.662
H -1.878 3.163 1.974
H 1.022 2.609 1.325
H 1.205 0.345 3.177
H 2.538 1.405 2.632
H 0.147 -0.889 1.392
C -1.129 -2.498 -0.128
C -1.702 -1.272 -0.456
C -3.044 -1.043 -0.217
C -3.822 -2.029 0.366
C -3.257 -3.249 0.697
C -1.919 -3.487 0.447
H -1.476 -4.436 0.715
H -3.863 -4.019 1.153
H -4.868 -1.846 0.561
H -3.485 -0.094 -0.484
H -1.089 -0.512 -0.921
H 0.306 -3.404 -2.388
H 0.163 -4.703 -1.202
```

As for the orbital gap: 9.59 eV. The HOMO energy is -0.329 hartree. As for the charge: 0. The calculation puts the total energy at -33742.1131 eV. As for the energy above the lowest of the compared OMol25 structures with the same formula, charge and spin: 121.08 kJ/mol.

No. 10
A 2-piece molecular cluster, C25H35OSi overall at a distorted geometry. Source: the Open Molecules 2025 dataset; level of theory: ωB97M-V/def2-TZVPD.

```
62
Properties=species:S:1:pos:R:3
C -3.545 1.344 4.217
C -2.797 0.906 2.951
C -1.596 0.046 3.252
C -1.156 -1.063 2.559
C -0.759 -2.313 3.253
O -0.909 0.456 4.361
Si 0.632 1.258 4.079
C 0.674 2.703 5.255
C 1.877 -0.077 4.451
C 0.728 1.920 2.325
H -4.275 2.120 3.969
H -4.071 0.476 4.634
H -2.852 1.734 4.976
H -3.463 0.337 2.283
H -2.435 1.786 2.390
H -1.181 -1.017 1.473
H -1.462 -3.139 3.049
H 0.238 -2.660 2.949
H -0.760 -2.129 4.344
H 1.645 3.210 5.129
H -0.117 3.438 5.043
H 0.581 2.396 6.308
H 2.876 0.255 4.132
H 1.908 -0.264 5.537
H 1.660 -1.034 3.955
H 1.771 2.236 2.165
H 0.489 1.177 1.550
H 0.083 2.797 2.164
C 3.169 -8.832 -2.545
C 2.745 -7.610 -1.785
C 2.611 -7.699 -0.389
C 2.144 -6.622 0.343
C 1.784 -5.404 -0.292
C 1.333 -4.311 0.504
C 0.824 -3.110 -0.008
C 1.062 -1.866 0.602
C 1.275 -0.699 -0.211
C 2.332 0.217 0.073
C 2.572 1.302 -0.752
C 1.760 1.542 -1.865
C 1.955 2.774 -2.695
C 0.734 0.638 -2.175
C 0.491 -0.469 -1.372
C 1.946 -5.321 -1.705
C 2.437 -6.397 -2.429
H 3.290 -8.619 -3.609
H 4.119 -9.219 -2.151
H 2.439 -9.648 -2.443
H 2.883 -8.632 0.117
H 2.035 -6.689 1.428
H 1.451 -4.388 1.589
H 0.284 -3.144 -0.960
H 1.463 -1.844 1.622
H 2.966 0.028 0.950
H 3.401 1.984 -0.542
H 1.368 2.708 -3.618
H 1.628 3.669 -2.149
H 3.003 2.923 -2.976
H 0.129 0.814 -3.069
H -0.312 -1.171 -1.614
H 1.695 -4.379 -2.203
H 2.593 -6.311 -3.509
```

As for the orbital gap: 4.63 eV. The HOMO energy is -0.366 hartree. As for the charge: +1. The calculation puts the total energy at -36411.1962 eV. As for the energy above the lowest of the compared OMol25 structures with the same formula, charge and spin: 166.16 kJ/mol.